Record 1
{"formula": "C5H9O3Si", "method": "ωB97M-V/def2-TZVPD", "gap_ha": 0.277, "spin_multiplicity": 1, "homo_ev": -4.38, "total_energy_ha": -711.15708, "charge": -1, "relative_energy_kcal_mol": 39.1, "smiles": "C[SiH2]O/C=C(\\C)C(=O)[O-]", "species": ["C", "C", "C", "C", "C", "O", "O", "O", "Si", "H", "H", "H", "H", "H", "H", "H", "H", "H"], "coordinates": [[-1.33, -0.61, -0.40], [-2.49, -0.16, -0.82], [-3.54, -1.27, -1.38], [-2.84, 1.33, -0.55], [2.54, -0.78, -0.03], [-3.04, -2.23, -1.90], [-4.71, -0.94, -1.16], [-0.16, 0.34, -0.06], [1.01, -0.14, 0.97], [-1.17, -1.60, -0.41], [-2.78, 1.81, -1.60], [-2.17, 1.71, 0.07], [-3.88, 1.32, -0.36], [2.83, -0.11, -0.72], [3.35, -1.17, 0.53], [2.24, -1.62, -0.70], [0.47, -1.42, 1.76], [1.21, 0.92, 1.85]]}

***

Record 2
{"formula": "C47H68Cl3CsGeN5O4SSi3", "method": "ωB97M-V/def2-TZVPD", "gap_ha": 0.192, "spin_multiplicity": 1, "homo_ev": -4.08, "total_energy_ha": -7151.03642, "charge": -1, "relative_energy_kcal_mol": 0.0, "species": ["Cs", "S", "C", "C", "C", "C", "C", "N", "H", "H", "H", "H", "O", "C", "C", "C", "C", "N", "C", "C", "C", "C", "C", "C", "O", "C", "C", "N", "H", "H", "H", "H", "H", "H", "H", "H", "H", "H", "H", "H", "C", "O", "Si", "C", "C", "C", "Si", "C", "C", "C", "Si", "C", "C", "C", "H", "H", "H", "H", "H", "H", "H", "H", "H", "H", "H", "H", "H", "H", "H", "H", "H", "H", "H", "H", "H", "H", "H", "H", "H", "H", "H", "Cl", "C", "C", "C", "Cl", "C", "O", "C", "Cl", "C", "H", "H", "C", "C", "C", "C", "Ge", "C", "C", "C", "C", "H", "H", "H", "H", "H", "H", "H", "H", "H", "H", "H", "H", "H", "H", "H", "H", "H", "H", "H", "N", "C", "C", "C", "C", "N", "C", "C", "H", "H", "H", "H"], "coordinates": [[-0.22, 0.02, -0.27], [0.58, 2.01, -3.26], [1.49, 0.56, -3.54], [1.66, 0.06, -4.85], [2.34, -1.12, -5.05], [2.86, -1.81, -3.96], [2.67, -1.26, -2.71], [2.01, -0.11, -2.49], [1.24, 0.62, -5.67], [2.46, -1.50, -6.06], [3.38, -2.75, -4.07], [3.05, -1.76, -1.83], [-3.13, -5.52, -5.44], [-2.02, -5.72, -4.58], [-1.89, -4.57, -3.62], [-0.95, -4.63, -2.61], [-0.83, -3.55, -1.74], [-1.56, -2.45, -1.85], [-2.46, -2.39, -2.83], [-2.67, -3.43, -3.73], [-3.22, -1.12, -2.95], [-4.57, -1.10, -3.30], [-5.22, 0.12, -3.43], [-6.67, 0.18, -3.82], [-6.89, -0.27, -5.16], [-4.48, 1.28, -3.22], [-3.14, 1.16, -2.88], [-2.53, 0.00, -2.73], [-3.15, -6.24, -6.08], [-1.09, -5.81, -5.15], [-2.14, -6.65, -4.00], [-0.31, -5.49, -2.48], [-0.12, -3.57, -0.92], [-3.41, -3.35, -4.52], [-5.11, -2.03, -3.46], [-7.05, 1.20, -3.69], [-7.26, -0.49, -3.19], [-6.22, 0.14, -5.72], [-4.94, 2.25, -3.32], [-2.52, 2.04, -2.72], [1.70, 0.08, 3.46], [1.53, -0.78, 2.37], [2.21, -2.34, 2.27], [2.77, -2.73, 4.04], [3.82, -2.05, 1.32], [1.06, -3.49, 1.53], [-0.50, -3.70, 2.44], [-0.49, -5.11, 3.71], [-2.03, -4.01, 1.37], [-1.00, -2.19, 3.47], [1.81, -4.94, 0.74], [2.72, -4.59, -0.89], [3.10, -5.84, 1.80], [0.58, -6.31, 0.31], [1.35, -0.36, 4.40], [1.11, 0.98, 3.29], [2.75, 0.37, 3.61], [3.45, -1.98, 4.45], [3.29, -3.69, 4.04], [1.92, -2.82, 4.72], [4.43, -1.31, 1.86], [3.62, -1.66, 0.32], [4.42, -2.95, 1.21], [-0.30, -6.08, 3.24], [-1.44, -5.18, 4.25], [0.30, -4.95, 4.45], [-1.95, -4.89, 0.73], [-2.24, -3.15, 0.73], [-2.90, -4.15, 2.02], [-0.29, -1.97, 4.27], [-1.97, -2.39, 3.94], [-1.10, -1.28, 2.87], [3.56, -3.91, -0.74], [2.06, -4.14, -1.64], [3.11, -5.52, -1.30], [3.95, -5.20, 2.04], [3.50, -6.73, 1.29], [2.66, -6.17, 2.74], [-0.28, -5.96, -0.27], [0.18, -6.80, 1.20], [1.09, -7.08, -0.28], [-4.33, 0.05, 5.80], [-3.35, 0.74, 4.53], [-2.27, 1.54, 4.86], [-1.50, 2.07, 3.85], [-0.18, 3.13, 4.28], [-1.70, 1.80, 2.46], [-0.92, 2.22, 1.54], [-2.87, 1.03, 2.22], [-3.34, 0.75, 0.56], [-3.67, 0.49, 3.21], [-2.04, 1.76, 5.89], [-4.52, -0.12, 2.95], [-3.09, 5.18, 1.30], [-3.59, 4.91, -0.11], [-2.50, 4.95, -1.18], [-1.35, 3.98, -0.89], [0.02, 4.62, 0.32], [0.70, 6.37, -0.25], [1.51, 7.10, 0.82], [2.80, 6.37, 1.21], [3.63, 7.17, 2.21], [-3.91, 5.28, 2.00], [-2.50, 6.11, 1.34], [-2.46, 4.36, 1.66], [-4.37, 5.63, -0.37], [-4.07, 3.92, -0.13], [-2.13, 5.97, -1.29], [-2.95, 4.69, -2.14], [-0.81, 3.71, -1.80], [-1.74, 3.05, -0.47], [-0.03, 4.60, 1.84], [-0.18, 6.96, -0.51], [1.28, 6.28, -1.17], [0.90, 7.24, 1.72], [1.77, 8.10, 0.47], [3.39, 6.17, 0.31], [2.56, 5.40, 1.65], [3.91, 8.14, 1.79], [4.55, 6.64, 2.48], [3.07, 7.35, 3.13], [5.76, 0.29, -1.01], [4.83, 0.93, -0.80], [3.69, 1.77, -0.53], [3.27, 2.66, -1.49], [2.17, 3.46, -1.21], [1.56, 3.42, -0.02], [1.97, 2.54, 0.92], [3.02, 1.69, 0.70], [3.72, 2.71, -2.47], [1.80, 4.17, -1.94], [1.39, 2.52, 1.84], [3.31, 0.97, 1.45]]}